No. 1
{"formula": "C27H38ClFeP2", "method": "wB97M-V/def2-TZVPD", "symbols": ["Fe", "Cl", "P", "C", "C", "C", "C", "C", "C", "C", "C", "C", "C", "C", "C", "C", "C", "C", "C", "C", "C", "H", "H", "H", "H", "H", "H", "H", "H", "H", "H", "H", "H", "H", "H", "H", "H", "H", "C", "C", "C", "P", "C", "C", "C", "C", "C", "C", "H", "H", "H", "H", "H", "H", "H", "H", "H", "H", "H", "H", "H", "H", "H", "H", "H", "H", "H", "H", "H"], "positions_angstrom": [[-0.31662, -0.12946, 0.70585], [-2.27308, 0.70826, 1.27526], [-1.02915, -1.08506, -1.08656], [0.40266, -2.08435, -1.66096], [1.17954, -1.63554, -2.73986], [2.38161, -2.26823, -3.06099], [2.78801, -3.39243, -2.33802], [2.01473, -3.86833, -1.27280], [0.82487, -3.21828, -0.93092], [-2.50828, -2.16519, -1.11840], [-3.79128, -1.66250, -0.83695], [-4.90974, -2.49742, -0.88844], [-4.76060, -3.84924, -1.22481], [-3.48284, -4.37584, -1.45493], [-2.36785, -3.53356, -1.40763], [-1.41488, 0.21467, -2.31809], [-1.48518, 1.58767, -2.02076], [-1.79006, 2.50464, -3.02878], [-2.06364, 2.05846, -4.32503], [-2.02225, 0.69119, -4.61686], [-1.70954, -0.23095, -3.61604], [-3.91796, -0.61700, -0.56533], [-5.90354, -2.11284, -0.65548], [-5.62911, -4.50182, -1.29694], [-3.34351, -5.44092, -1.66333], [-1.38057, -3.94930, -1.59723], [0.86040, -0.76801, -3.30909], [3.00035, -1.87235, -3.86760], [3.71810, -3.89422, -2.59822], [2.34486, -4.73911, -0.70068], [0.22502, -3.59715, -0.09790], [-1.33434, 1.94248, -0.99928], [-1.82397, 3.57082, -2.80699], [-2.31982, 2.77068, -5.10769], [-2.23923, 0.32699, -5.62108], [-1.69827, -1.30034, -3.83819], [1.99944, 0.49641, -1.89141], [1.59339, 1.09479, -2.11813], [2.51365, 2.21726, -0.07821], [2.61839, 1.72652, 1.35502], [3.34164, 2.69120, 2.29388], [0.90687, 1.27013, 1.89282], [1.23212, -0.34854, 2.77679], [1.80959, -0.09863, 4.17190], [-0.01363, -1.26844, 2.77702], [0.05722, 2.70834, 2.68977], [0.44710, 2.93255, 4.14722], [0.13703, 3.96041, 1.80540], [1.89119, 3.11768, -0.20139], [1.97792, 1.40062, -0.56604], [3.50411, 2.34248, -0.54821], [3.15803, 0.75880, 1.35358], [2.88425, 3.69141, 2.25091], [3.34415, 2.32369, 3.32990], [4.38634, 2.76604, 1.95157], [2.04790, -0.81764, 2.20048], [1.09868, 0.37878, 4.84810], [2.07319, -1.05710, 4.62530], [2.72114, 0.50438, 4.17527], [-0.67932, -1.37914, 1.85942], [0.36744, -2.28513, 2.97942], [-0.68015, -0.97954, 3.61268], [-0.99573, 2.38897, 2.67777], [1.53378, 2.99685, 4.27495], [0.01173, 3.87520, 4.50255], [0.06100, 2.13786, 4.79604], [-0.03552, 3.72114, 0.74609], [-0.64376, 4.67797, 2.10032], [1.10597, 4.46827, 1.89996]], "atomic_forces_ev_per_a": [[-1.2, 1.0, 1.4], [0.3, -0.2, -0.1], [-1.3, -1.5, -4.1], [0.1, 0.1, 0.1], [0.2, 0.0, 0.0], [-0.3, -0.1, 0.1], [-0.1, 0.1, 0.1], [-0.2, 0.2, 0.0], [0.3, 0.1, 0.1], [-0.1, -0.5, 0.5], [-0.1, 0.0, 0.1], [0.3, -0.1, -0.1], [0.5, 0.0, 0.1], [0.0, 0.3, 0.0], [0.0, -0.2, 0.1], [0.0, 0.1, -0.1], [0.2, -0.2, -0.1], [0.0, -0.2, -0.1], [0.1, -0.2, 0.2], [0.0, -0.1, 0.2], [0.0, 0.2, -0.1], [0.0, -0.2, -0.1], [0.4, 0.0, -0.1], [0.2, 0.2, 0.1], [-0.1, 0.5, 0.0], [-0.3, 0.0, -0.1], [0.1, -0.2, 0.1], [-0.2, -0.2, 0.2], [-0.2, 0.1, 0.1], [-0.2, 0.3, -0.2], [0.2, 0.1, -0.2], [0.0, 0.0, -0.3], [0.0, -0.3, 0.0], [0.1, -0.1, 0.2], [0.0, 0.2, 0.3], [0.0, 0.3, 0.0], [-0.5, 0.4, -0.9], [0.3, -0.8, -0.4], [-0.3, -0.4, 0.0], [0.1, 0.2, 0.5], [0.2, 0.0, 0.1], [2.3, 1.6, 0.1], [-0.3, 0.4, -0.1], [-0.1, -0.4, 0.8], [0.5, -0.6, 1.4], [-1.0, -0.4, 0.4], [0.3, 0.1, 0.3], [0.2, 0.1, -0.3], [0.5, -0.1, 0.1], [0.5, 0.9, 0.1], [-0.5, 0.1, 0.2], [-0.2, 0.4, 0.0], [0.3, -0.4, 0.1], [0.1, 0.3, -0.3], [-0.4, 0.1, 0.2], [-0.4, 0.2, -0.2], [0.0, -0.1, -0.2], [0.0, 0.0, -0.1], [-0.2, -0.1, -0.3], [0.2, -0.7, 1.1], [-0.5, 0.3, -0.2], [0.1, -0.2, -0.7], [0.3, 0.1, 0.0], [-0.3, 0.1, 0.1], [0.1, -0.2, -0.2], [0.1, 0.2, -0.2], [0.0, 0.1, 0.2], [0.2, -0.4, 0.1], [-0.3, -0.1, -0.1]], "total_charge": 2, "homo_lumo_gap_ev": [9.16, 5.33], "homo_energy_ev": [-14.5763, -14.6202], "spin_multiplicity": 6}

---

No. 2
{"formula": "C27H35CuN5O3P2", "method": "wB97M-V/def2-TZVPD", "symbols": ["Cu", "C", "C", "C", "C", "C", "C", "C", "C", "C", "H", "H", "H", "H", "H", "H", "H", "H", "H", "H", "H", "H", "H", "H", "H", "P", "P", "N", "N", "N", "N", "C", "C", "C", "C", "C", "C", "C", "C", "C", "C", "C", "C", "C", "C", "C", "C", "C", "C", "H", "H", "H", "H", "H", "H", "H", "H", "H", "H", "H", "H", "H", "H", "H", "H", "H", "H", "H", "H", "O", "N", "O", "O"], "positions_angstrom": [[1.00659, -0.54394, 1.93068], [-4.66765, -1.81491, 1.62894], [-3.70926, -2.16120, 0.64710], [-3.08395, -1.05141, -0.24966], [-2.44737, 0.13189, 0.48471], [-3.23522, 1.19864, 1.18067], [-4.54550, 1.29302, 1.33120], [-5.52986, 0.41459, 0.62951], [-5.79739, -0.91630, 1.40971], [-0.28220, -0.92371, 3.84683], [-4.90907, -2.57143, 2.37129], [-4.12377, -2.94001, -0.03763], [-3.79796, -0.68873, -1.00795], [-2.28338, -1.54027, -0.83613], [-1.72882, -0.29389, 1.19980], [-1.80894, 0.61843, -0.27387], [-2.57501, 1.95334, 1.60895], [-4.96110, 2.08951, 1.96069], [-5.20698, 0.22554, -0.41096], [-6.48761, 0.96531, 0.55763], [-6.22927, -0.67044, 2.39733], [-6.61352, -1.42704, 0.83758], [-1.34108, -0.65443, 3.89524], [0.39735, -0.10838, 4.18254], [-0.19449, -1.84612, 4.47666], [1.71309, 1.16068, 0.94932], [1.42904, -1.69741, -1.09452], [1.00587, 2.78791, 0.66624], [3.25814, 1.77873, 1.45381], [0.64168, -1.03544, -2.61546], [2.37920, -2.85440, -2.19471], [2.13801, 0.95036, -0.81697], [2.73725, -0.39824, -1.15023], [0.11433, 3.40795, 1.53902], [-0.08110, 4.72763, 1.14292], [0.74451, 4.95579, -0.00109], [1.40149, 3.75665, -0.26432], [3.87218, 1.42926, 2.65515], [5.10003, 2.07092, 2.73308], [5.25891, 2.84755, 1.53941], [4.12043, 2.65083, 0.77323], [-0.69950, -1.28456, -2.90090], [-1.08376, -0.56525, -4.02216], [0.06004, 0.15241, -4.47710], [1.09830, -0.13435, -3.58589], [2.79655, -2.83686, -3.53458], [3.66652, -3.90900, -3.78183], [3.82283, -4.60184, -2.53427], [3.04238, -3.92765, -1.59446], [2.85940, 1.71599, -1.10595], [1.22937, 1.16259, -1.38685], [3.28299, -0.33157, -2.09303], [3.44551, -0.70113, -0.37880], [-0.28773, 2.83197, 2.35938], [-0.73858, 5.44624, 1.61098], [0.86379, 5.87071, -0.56848], [2.09642, 3.53995, -1.06213], [3.35688, 0.76504, 3.33176], [5.81267, 1.99555, 3.54301], [6.10026, 3.47055, 1.26008], [3.87303, 3.07313, -0.18861], [-1.22122, -2.02199, -2.31577], [-2.07296, -0.54443, -4.45223], [0.13610, 0.79617, -5.34375], [2.12028, 0.23129, -3.60977], [2.44972, -2.09371, -4.23748], [4.13576, -4.16262, -4.73194], [4.43190, -5.48083, -2.34960], [2.88211, -4.11105, -0.54622], [-2.66015, -3.00479, 1.23997], [-2.26219, -2.30961, 2.45466], [-3.13774, -1.82006, 3.15668], [-1.07659, -2.48708, 2.76953]], "atomic_forces_ev_per_a": [[-2.1, -0.8, 2.3], [-2.6, -0.2, 0.6], [1.0, -1.1, -2.5], [-0.1, -0.4, 0.0], [0.6, -0.2, -0.7], [0.4, -0.1, 0.2], [-0.1, 0.5, -0.1], [-0.7, -0.3, 0.2], [-1.0, 1.2, -0.8], [2.5, 1.3, 0.4], [0.0, -0.1, -0.5], [0.0, 0.4, -0.1], [0.3, -0.4, 0.4], [-0.4, 0.2, 0.5], [0.1, 0.2, 0.2], [0.0, 0.1, 0.2], [-0.3, -0.1, 0.2], [0.3, -0.2, -0.3], [-0.4, 0.1, 0.7], [0.4, -0.3, 0.0], [0.0, 0.0, -0.4], [0.3, 0.0, 0.4], [0.5, 0.6, -0.2], [-0.6, 0.0, 0.7], [0.7, 1.2, -0.5], [1.9, 4.0, -2.2], [1.4, -0.1, -5.4], [-0.6, -0.2, 0.5], [0.7, -0.4, 0.4], [-1.0, 0.4, 0.6], [0.6, -1.0, 1.1], [-0.2, 0.1, -0.1], [-0.2, -0.1, 0.8], [0.0, 0.7, -0.5], [0.3, -1.0, 0.2], [0.4, -1.5, 0.2], [-0.6, 0.6, 0.1], [0.8, 0.6, -0.3], [-0.8, -0.3, -0.2], [-1.2, -0.5, -0.3], [0.6, -0.1, 0.7], [0.4, 0.4, -0.6], [0.4, -0.4, 0.7], [0.8, -0.5, 1.3], [-0.7, 0.1, -0.4], [0.4, -0.6, 0.0], [-0.9, 0.9, 1.2], [-0.6, 0.8, 0.4], [0.2, -0.2, -1.0], [-0.2, -0.1, 0.2], [0.0, -0.2, 0.0], [-0.2, -0.5, 0.1], [0.4, 0.1, 0.1], [-0.1, 0.1, 0.0], [0.1, -0.2, 0.0], [-0.1, -0.2, 0.1], [-0.3, 0.1, 0.2], [0.1, 0.0, 0.1], [-0.2, 0.0, -0.1], [-0.2, -0.1, 0.1], [0.1, -0.1, 0.3], [-0.1, 0.1, -0.1], [0.1, -0.1, 0.0], [0.0, -0.1, 0.2], [-0.4, -0.2, 0.0], [-0.1, -0.1, 0.2], [-0.3, 0.2, 0.3], [-0.2, 0.2, 0.0], [0.0, -0.2, 0.1], [0.2, 2.3, 1.1], [2.2, -2.8, 1.7], [2.3, 0.2, 0.0], [-4.2, -1.7, -2.7]], "homo_lumo_gap_ev": [5.95, 6.26], "homo_energy_ev": [-6.6198, -6.9289], "spin_multiplicity": 2}

---

No. 3
{"formula": "C5H8FO4Tl", "method": "wB97M-V/def2-TZVPD", "symbols": ["C", "O", "Tl", "C", "H", "H", "H", "H", "H", "C", "O", "C", "C", "O", "O", "F", "H", "H", "H"], "positions_angstrom": [[0.12852, -0.47457, 1.70134], [1.19705, -0.35716, 0.81256], [3.09492, -0.27419, 0.72985], [-0.57376, -1.82103, 1.60853], [0.47865, -0.32261, 2.74037], [-0.60159, 0.33690, 1.50775], [-1.42086, -1.86256, 2.30914], [-0.95585, -1.99697, 0.59240], [0.12242, -2.63551, 1.85841], [1.26570, 0.61051, -0.97898], [0.59399, 1.75457, -0.66877], [-0.68156, 1.73095, -1.23288], [-0.84263, 0.29176, -1.70423], [0.50149, -0.18144, -1.74074], [2.50389, 0.59743, -1.05194], [-0.69455, 2.60273, -2.29657], [-1.41602, 2.07931, -0.49953], [-1.41675, -0.30375, -0.98331], [-1.28309, 0.22561, -2.70339]], "atomic_forces_ev_per_a": [[-1.1, -0.3, 1.5], [-4.1, -0.1, -0.2], [5.7, -1.0, 2.2], [0.1, -0.2, -0.2], [-0.1, 0.1, -0.4], [0.5, -0.1, -0.1], [0.3, 0.1, -0.2], [0.1, 0.0, 0.3], [-0.2, 0.2, -0.1], [-2.2, 1.7, -3.1], [1.2, -0.8, 0.7], [-0.9, 0.4, -0.6], [-0.6, 0.1, 0.2], [1.0, 0.0, 0.7], [-0.4, 0.4, -1.0], [0.1, -0.4, 0.5], [0.2, 0.0, -0.2], [0.1, 0.1, -0.2], [0.2, 0.0, 0.2]], "total_charge": 1, "homo_lumo_gap_ev": [10.65, 7.33], "e_above_lowest_kj_mol": 43.58, "homo_energy_ev": [-14.7042, -15.2032], "spin_multiplicity": 2}